No. 1
Here is an isolated molecule of CH3N3O at a distorted geometry from OMol25. Energies are from ωB97M-V/def2-TZVPD.

XYZ file:
```
8
Properties=species:S:1:pos:R:3
O 2.149 0.037 0.041
C 0.953 -0.029 -0.119
N -0.050 -0.908 -0.160
N -1.113 0.000 0.057
N -0.209 1.090 -0.184
H -0.018 -1.842 0.278
H -1.817 0.038 -0.633
H 0.104 1.613 0.720
```

SMILES string = O=c1[nH][nH][nH]1
Kohn-Sham gap = 10.41 eV
HOMO = -0.348 Ha
Energy above the lowest of the compared OMol25 structures with the same formula, charge and spin = 287.8 kJ/mol

Löwdin atomic charge list, values in e, 2 entries: 0.08 -0.47

No. 2
Here is an isolated molecule of CH3N3O2S at a distorted geometry from OMol25. Energies are from ωB97M-V/def2-TZVPD.

XYZ file:
```
10
Properties=species:S:1:pos:R:3
H -2.633 1.009 0.582
N -1.673 0.947 0.335
N -1.079 0.244 -0.422
O -1.500 -0.654 -1.133
C 0.377 0.426 -0.494
S 1.180 -1.194 -0.562
N 1.678 -0.982 0.959
O 2.345 -1.759 1.588
H 0.622 1.068 -1.282
H 0.683 0.893 0.430
```

SMILES string = [H]/N=[N+](\[O-])CSN=O
Kohn-Sham gap = 8.98 eV
HOMO = -0.337 Ha
Energy above the lowest of the compared OMol25 structures with the same formula, charge and spin = 526.2 kJ/mol

Löwdin atomic charge list, values in e, 2 entries: 0.09 0.17

No. 3
Here is an isolated molecule of CH3N3O2S at a distorted geometry from OMol25. Energies are from ωB97M-V/def2-TZVPD.

XYZ file:
```
10
Properties=species:S:1:pos:R:3
C -0.704 -0.993 0.249
N 0.239 1.043 0.008
N -0.964 0.390 -0.170
N 1.458 0.344 -0.181
O -1.848 0.771 -0.934
O 2.398 0.599 0.514
S 0.887 -1.383 -0.589
H -0.476 -0.878 1.355
H -1.311 -1.877 0.012
H 0.321 1.983 -0.264
```

Kohn-Sham gap (alpha / beta) = 8.24 / 8.17 eV
HOMO (alpha / beta) = -0.312 / -0.316 Ha
Energy above the lowest of the compared OMol25 structures with the same formula, charge and spin = 650.2 kJ/mol

Löwdin atomic charge list, values in e, 2 entries: -0.38 0.03

No. 4
Here is an isolated molecule of CH3N3O2S at a distorted geometry from OMol25. Energies are from ωB97M-V/def2-TZVPD.

XYZ file:
```
10
Properties=species:S:1:pos:R:3
C -1.100 -0.173 -1.648
N -1.309 -1.126 -2.370
N -1.249 0.844 -1.053
N 0.311 -0.838 1.006
O 0.175 1.482 2.191
O -0.760 1.355 0.111
S -0.622 0.262 1.446
H -0.650 -1.459 -3.092
H -0.404 1.843 2.913
H 1.273 -0.731 0.884
```

Kohn-Sham gap = 9.81 eV
HOMO = -0.351 Ha
Energy above the lowest of the compared OMol25 structures with the same formula, charge and spin = 392.1 kJ/mol

Löwdin atomic charge list, values in e, 2 entries: -0.34 0.15